## i
Formula: C4H9N3O
Source: OMol25
Level of theory: ωB97M-V/def2-TZVPD

Molecular weight, g/mol: 115.1
Kohn-Sham gap, hartree: 0.3315
Highest occupied orbital energy, eV: -8.67

Structure (XYZ):
```
17
C4H9N3O ωB97M-V/def2-TZVPD
C 0.75 -1.12 -0.48
C 0.03 0.62 1.38
C -0.10 1.07 -1.28
N 0.06 0.14 -0.16
N -1.25 0.14 1.71
O 2.02 -0.89 -1.02
C -1.69 -0.45 0.29
N -2.56 -0.90 -0.33
H 2.59 -0.51 -0.34
H -1.34 -0.49 2.49
H 0.18 -1.66 -1.24
H 0.79 -1.71 0.44
H 0.87 0.14 1.91
H 0.07 1.71 1.31
H -0.47 2.02 -0.91
H 0.86 1.21 -1.76
H -0.82 0.67 -2.00
```



## ii
Formula: C4H9N3O
Source: OMol25
Level of theory: ωB97M-V/def2-TZVPD

Molecular weight, g/mol: 115.1
Kohn-Sham gap, hartree: 0.2833
Highest occupied orbital energy, eV: -7.54

Structure (XYZ):
```
17
C4H9N3O ωB97M-V/def2-TZVPD
C -0.03 -0.14 -2.09
C 1.25 -0.36 1.49
C -0.92 0.34 0.23
N 2.26 -1.02 1.01
N -1.47 1.62 0.42
C 0.18 0.19 1.85
O 0.21 0.47 -0.84
N -1.70 -0.69 0.15
H 2.75 -0.59 0.23
H 2.31 -2.03 1.12
H -0.74 2.31 0.58
H -2.10 1.92 -0.31
H -1.42 -1.49 0.71
H -0.30 0.41 2.78
H -0.90 -0.81 -2.14
H 0.84 -0.75 -2.35
H -0.20 0.62 -2.85
```



Short version: ii is the least stable of them.



## i
Formula: C4H9N3O
Source: OMol25
Level of theory: ωB97M-V/def2-TZVPD

SMILES: N/N=C\N1CC(O)C1
Molecular weight, g/mol: 115.1
Kohn-Sham gap, hartree: 0.3079
Highest occupied orbital energy, eV: -7.83

Structure (XYZ):
```
17
C4H9N3O ωB97M-V/def2-TZVPD
N -2.66 -0.82 0.11
N -2.56 0.44 -0.46
C -1.45 1.07 -0.34
N -0.32 0.56 0.24
C 0.25 -0.80 0.16
C 1.70 -0.14 0.30
O 2.59 -0.30 -0.79
C 0.98 1.24 0.30
H -3.07 -1.48 -0.55
H -1.80 -1.27 0.43
H -1.39 2.06 -0.74
H 0.13 -1.37 -0.77
H 0.06 -1.38 1.03
H 2.17 -0.34 1.25
H 3.04 -1.15 -0.70
H 1.19 1.78 -0.65
H 1.15 1.89 1.17
```



## ii
Formula: C4H9N3O
Source: OMol25
Level of theory: ωB97M-V/def2-TZVPD

SMILES: CNC/C=N\NC=O
Molecular weight, g/mol: 115.1
Kohn-Sham gap, hartree: 0.3430
Highest occupied orbital energy, eV: -8.80

Structure (XYZ):
```
17
C4H9N3O ωB97M-V/def2-TZVPD
C 0.81 1.47 1.64
N 0.80 0.64 0.52
C 0.47 -0.72 0.87
C 0.12 -1.72 -0.19
N -0.63 -1.52 -1.23
N -0.80 -0.15 -1.47
C -1.80 0.11 -2.49
O -2.39 1.20 -2.58
H -0.40 1.64 1.86
H 1.46 0.97 2.36
H 1.46 2.32 1.26
H 1.81 0.82 0.30
H -0.35 -0.76 1.72
H 1.43 -1.10 1.39
H 0.42 -2.90 -0.12
H -0.41 0.61 -0.76
H -2.00 -0.92 -3.08
```



## iii
Formula: C4H9N3O
Source: OMol25
Level of theory: ωB97M-V/def2-TZVPD

SMILES: [H]/N=C\N(CC=O)NC
Molecular weight, g/mol: 115.1
Kohn-Sham gap, hartree: 0.3528
Highest occupied orbital energy, eV: -8.87

Structure (XYZ):
```
17
C4H9N3O ωB97M-V/def2-TZVPD
H -2.66 -1.15 0.37
N -2.75 -0.55 -0.44
C -1.75 0.21 -0.47
N -0.66 0.31 0.49
C 0.01 -0.91 0.98
C 0.46 -1.68 -0.25
O 1.66 -1.84 -0.50
N 0.13 1.33 0.02
C 1.54 1.30 -0.30
H -1.58 1.10 -1.20
H 0.83 -0.53 1.60
H -0.60 -1.50 1.65
H -0.41 -2.01 -0.98
H 0.08 2.08 0.71
H 2.01 2.26 -0.62
H 2.21 0.70 0.33
H 1.48 0.88 -1.37
```



## iv
Formula: C4H9N3O
Source: OMol25
Level of theory: ωB97M-V/def2-TZVPD

Molecular weight, g/mol: 115.1
Kohn-Sham gap, hartree: 0.2949
Highest occupied orbital energy, eV: -7.55

Structure (XYZ):
```
17
C4H9N3O ωB97M-V/def2-TZVPD
C 0.22 0.57 -1.81
C -0.13 -0.80 -0.17
C 0.07 0.34 0.82
C -0.91 0.36 -0.48
N -0.18 -2.12 -0.27
N 1.15 1.24 0.96
N -0.44 -0.04 2.11
O -2.10 0.68 -0.68
H -0.98 -2.56 -0.71
H 0.52 -2.69 0.19
H -1.44 -0.19 2.07
H -0.28 0.72 2.76
H 1.95 0.82 1.42
H 1.41 1.69 0.10
H 1.26 0.24 -1.80
H 0.20 1.66 -1.88
H -0.32 0.11 -2.64
```



Short version: iv is the least stable of them.



## i
Formula: C37H38F6N2O3PtSbSiTe
Source: OMol25
Level of theory: ωB97M-V/def2-TZVPD

Molecular weight, g/mol: 1145.2
Kohn-Sham gap, hartree: 0.2865
Total charge: -1
Highest occupied orbital energy, eV: -5.69

Structure (XYZ):
```
90
C37H38F6N2O3PtSbSiTe ωB97M-V/def2-TZVPD
Pt 1.60 -0.30 0.64
O 5.45 -1.41 1.11
C 4.27 -1.10 1.18
O 3.39 -1.22 0.24
C 3.74 -0.51 2.48
C 4.43 -0.63 3.67
C 3.83 -0.18 4.83
C 2.56 0.37 4.76
C 1.93 0.47 3.54
N 2.53 0.06 2.42
H 5.40 -1.10 3.64
H 4.32 -0.30 5.79
H 2.03 0.68 5.65
H 0.93 0.87 3.43
C -1.60 -7.09 -3.83
C -1.39 -5.85 -3.01
C -2.43 -4.97 -2.75
C -2.25 -3.83 -1.96
C -3.45 -2.95 -1.74
C -0.98 -3.56 -1.44
Te -0.71 -1.84 -0.18
N -0.10 0.64 0.95
C -0.31 1.77 1.42
O 0.67 2.68 1.80
C -1.70 2.24 1.70
C -2.09 3.56 1.57
C -3.41 3.93 1.78
C -4.35 2.97 2.15
C -3.96 1.65 2.31
C -2.64 1.28 2.07
C -1.19 -0.48 -1.75
C -2.32 0.31 -1.62
C -2.68 1.22 -2.60
C -1.89 1.33 -3.74
C -0.74 0.56 -3.86
C -0.37 -0.35 -2.87
C 0.89 -1.16 -3.05
C 0.08 -4.45 -1.66
C 1.45 -4.27 -1.07
C -0.14 -5.57 -2.45
H -2.53 -7.03 -4.40
H -1.66 -7.97 -3.19
H -0.78 -7.25 -4.53
H -3.41 -5.18 -3.15
H -4.35 -3.56 -1.65
H -3.60 -2.26 -2.57
H -3.36 -2.35 -0.83
H -1.37 4.31 1.28
H -3.71 4.96 1.66
H -5.38 3.26 2.33
H -4.68 0.90 2.61
H -2.33 0.25 2.18
H -2.93 0.23 -0.72
H -3.56 1.83 -2.48
H -2.16 2.02 -4.53
H -0.12 0.66 -4.74
H 1.38 -0.91 -3.99
H 0.66 -2.23 -3.05
H 1.60 -0.99 -2.24
H 1.56 -3.36 -0.49
H 2.21 -4.27 -1.86
H 1.67 -5.10 -0.40
H 0.68 -6.25 -2.63
C 2.60 4.64 2.16
Si 1.75 3.56 0.89
C 2.99 2.56 -0.08
C 0.72 4.58 -0.31
C 0.02 3.94 -1.34
C -0.81 4.66 -2.19
C -0.96 6.03 -2.02
C -0.27 6.68 -1.01
C 0.56 5.96 -0.16
H 3.33 5.30 1.69
H 3.13 4.00 2.87
H 1.88 5.24 2.72
H 3.42 3.20 -0.87
H 2.54 1.69 -0.56
H 3.81 2.20 0.55
H 0.11 2.87 -1.48
H -1.35 4.14 -2.97
H -1.61 6.59 -2.68
H -0.38 7.75 -0.88
H 1.08 6.48 0.63
F 1.98 -2.81 2.15
Sb 0.69 -3.63 3.28
F 1.72 -5.21 3.31
F -0.23 -4.23 1.73
F -0.60 -4.43 4.41
F -0.34 -2.02 3.22
F 1.61 -2.93 4.79
```



## ii
Formula: C37H38F6N2O3PtSbSiTe
Source: OMol25
Level of theory: ωB97M-V/def2-TZVPD

Molecular weight, g/mol: 1145.2
Kohn-Sham gap, hartree: 0.2379
Total charge: -1
Highest occupied orbital energy, eV: -4.43

Structure (XYZ):
```
90
C37H38F6N2O3PtSbSiTe ωB97M-V/def2-TZVPD
Pt -0.16 -0.37 0.90
O -1.62 1.68 -2.36
C -1.76 1.52 -1.18
O -2.45 0.52 -0.59
C -1.22 2.43 -0.12
C -1.06 3.78 -0.42
C -0.56 4.61 0.57
C -0.23 4.06 1.79
C -0.40 2.70 1.99
N -0.88 1.88 1.05
H -1.32 4.13 -1.41
H -0.43 5.67 0.38
H 0.16 4.67 2.60
H -0.13 2.23 2.92
C 6.65 -5.37 -4.55
C 5.49 -4.64 -3.94
C 4.59 -3.93 -4.73
C 3.49 -3.28 -4.18
C 2.54 -2.59 -5.13
C 3.29 -3.31 -2.78
Te 1.43 -2.30 -2.24
N -0.43 -1.20 -1.13
C -1.49 -1.27 -1.78
O -2.69 -0.53 -1.51
C -1.85 -2.03 -3.01
C -2.20 -1.32 -4.16
C -2.48 -2.00 -5.33
C -2.43 -3.39 -5.36
C -2.09 -4.09 -4.21
C -1.80 -3.42 -3.04
C 2.27 -0.35 -2.43
C 1.41 0.54 -3.08
C 1.74 1.87 -3.25
C 2.96 2.33 -2.76
C 3.82 1.45 -2.12
C 3.51 0.10 -1.94
C 4.50 -0.78 -1.24
C 4.17 -4.04 -1.98
C 4.06 -4.20 -0.48
C 5.26 -4.68 -2.58
H 6.77 -5.12 -5.60
H 6.52 -6.45 -4.47
H 7.58 -5.12 -4.03
H 4.73 -3.90 -5.80
H 2.93 -2.65 -6.15
H 2.41 -1.54 -4.90
H 1.56 -3.08 -5.12
H -2.25 -0.24 -4.12
H -2.75 -1.45 -6.23
H -2.64 -3.92 -6.28
H -2.03 -5.17 -4.23
H -1.52 -3.96 -2.15
H 0.44 0.19 -3.43
H 1.04 2.55 -3.73
H 3.23 3.37 -2.87
H 4.77 1.82 -1.74
H 5.40 -0.22 -1.00
H 4.78 -1.63 -1.87
H 4.08 -1.19 -0.32
H 3.19 -3.74 -0.04
H 4.95 -3.78 0.00
H 4.05 -5.27 -0.23
H 5.94 -5.24 -1.94
C 2.42 1.16 1.26
Si 1.65 -0.27 2.30
C 0.19 -1.60 2.78
C 1.86 0.53 4.03
C 3.14 0.91 4.43
C 3.38 1.56 5.63
C 2.32 1.85 6.49
C 1.04 1.49 6.12
C 0.82 0.83 4.91
H 3.51 1.04 1.26
H 2.19 2.13 1.72
H 2.08 1.19 0.22
H 0.87 -2.40 3.07
H -0.51 -2.10 2.08
H -0.38 -1.27 3.65
H 3.98 0.70 3.78
H 4.39 1.83 5.91
H 2.50 2.36 7.43
H 0.20 1.71 6.77
H -0.20 0.56 4.65
F 0.70 -4.38 -1.38
Sb 1.27 -6.23 -2.37
F 1.25 -7.76 -3.61
F 2.90 -1.34 2.26
F 1.94 -2.32 -0.43
F -0.58 -6.61 -2.05
F 0.98 -5.12 -3.92
```



Short version: ii is the least stable of them.